# 1
Density functional theory data (ωB97M-V with the def2-TZVPD basis set) for C4H6N2O in the gas phase.

```
13
C4H6N2O, DFT ωB97M-V with the def2-TZVPD basis set
C 0.73211 2.01156 0.11685
O -0.43954 1.30787 -0.24362
C -0.37514 -0.02156 -0.09630
C 0.56238 -0.90838 0.30539
N -0.09914 -2.16691 0.26308
C -1.39325 -2.07170 -0.20431
N -1.52472 -0.73898 -0.38660
H 0.95486 1.86270 1.18017
H 0.52043 3.06379 -0.07434
H 1.58805 1.68634 -0.48778
H 1.54443 -0.73729 0.73134
H 0.26141 -2.94521 -0.26845
H -2.33190 -0.34220 -0.83543
```

Values from the calculation:
Frontier orbital gap   9.339 eV
E_tot   -340.6956 hartree
Molecular weight   98.1 u
Relative energy (zero: lowest compared OMol25 entry of this formula, charge and spin)   260.8 kJ/mol

The Löwdin scheme yields these atomic charges, measured in e: -0.073, -0.056, -0.366, -0.053, -0.041, -0.114, 0.061, 0.099, 0.094, 0.099, 0.109, 0.108, 0.133

# 2
Density functional theory data (ωB97M-V with the def2-TZVPD basis set) for C4H6N2O in the gas phase.

```
13
C4H6N2O, DFT ωB97M-V with the def2-TZVPD basis set
N -1.14299 -1.22646 1.08214
C -0.16367 -0.49572 -0.57112
C 0.23115 0.60819 0.41902
N 1.11908 1.58382 -0.09422
C -1.27808 -0.00444 0.26888
C 0.26211 -0.87770 0.81155
O 0.37874 -0.23648 -1.83778
H -0.30894 -0.39061 -2.50705
H -1.40367 -1.08001 2.05665
H 1.36952 1.36301 -1.06101
H 1.95554 1.69226 0.47099
H -2.13824 0.56305 -0.03447
H 1.11945 -1.49890 0.99642
```

Values from the calculation:
Frontier orbital gap   8.849 eV
E_tot   -340.5617 hartree
Molecular weight   98.1 u
Relative energy (zero: lowest compared OMol25 entry of this formula, charge and spin)   612.3 kJ/mol

The Löwdin scheme yields these atomic charges, measured in e: 0.057, -0.325, -0.212, 0.087, -0.112, -0.153, 0.024, 0.120, 0.102, 0.072, 0.084, 0.126, 0.132

# 3
Density functional theory data (ωB97M-V with the def2-TZVPD basis set) for C4H6N2O in the gas phase.

```
13
C4H6N2O, DFT ωB97M-V with the def2-TZVPD basis set
H -2.43977 1.65726 -0.45212
N -1.65155 1.01619 -0.45521
C -1.87590 0.02713 0.30034
O -1.00544 -0.98364 0.46809
C 0.21181 -0.88616 -0.26953
C 1.17053 0.07181 0.44600
C 2.33780 0.39161 -0.37773
N 3.24826 0.65328 -1.04101
H -2.76351 -0.15363 0.91209
H 0.00461 -0.53676 -1.28405
H 0.61659 -1.89965 -0.30036
H 0.64126 1.00459 0.66006
H 1.50532 -0.36204 1.39343
```

Values from the calculation:
Frontier orbital gap   11.450 eV
E_tot   -340.7471 hartree
Molecular weight   98.1 u
Relative energy (zero: lowest compared OMol25 entry of this formula, charge and spin)   125.6 kJ/mol
SMILES   [H]/N=C/OCCC#N

The Löwdin scheme yields these atomic charges, measured in e: 0.058, 0.117, -0.308, -0.067, -0.193, -0.154, -0.220, 0.141, 0.135, 0.121, 0.132, 0.112, 0.126

# 4
Density functional theory data (ωB97M-V with the def2-TZVPD basis set) for C4H6N2O in the gas phase.

```
13
C4H6N2O, DFT ωB97M-V with the def2-TZVPD basis set
C 1.77834 -0.07533 1.20365
O 0.99004 -0.95919 0.40474
C -0.01006 -0.37196 -0.28642
C -0.05573 0.26739 -1.49290
N -1.34200 0.67445 -1.76336
C -2.05722 0.28534 -0.74044
N -1.29975 -0.34967 0.19840
H 2.83173 -0.32629 1.04765
H 1.53500 -0.20772 2.26608
H 1.60364 0.96738 0.91614
H 0.76012 0.44887 -2.17999
H -3.12205 0.43745 -0.62246
H -1.61207 -0.79071 1.04892
```

Values from the calculation:
Frontier orbital gap   9.430 eV
E_tot   -340.7472 hartree
Molecular weight   98.1 u
Relative energy (zero: lowest compared OMol25 entry of this formula, charge and spin)   125.3 kJ/mol
SMILES   COc1cnc[nH]1

The Löwdin scheme yields these atomic charges, measured in e: -0.064, -0.080, -0.369, -0.093, 0.045, -0.215, 0.125, 0.088, 0.087, 0.096, 0.108, 0.113, 0.158

# 5
Density functional theory data (ωB97M-V with the def2-TZVPD basis set) for C4H6N2O in the gas phase.

```
13
C4H6N2O, DFT ωB97M-V with the def2-TZVPD basis set
C 0.07766 0.46133 -2.03719
C 0.14782 0.73062 2.07690
O -0.45313 0.64509 0.94605
C -0.53005 -0.39462 0.12519
N -0.95676 -0.08528 -1.16055
C 0.03585 -1.61066 0.55263
N 0.46653 -2.61802 0.95356
H -0.28405 0.47902 -3.06809
H 0.28796 1.49352 -1.73875
H 1.01549 -0.11129 -1.99240
H 0.08240 1.69668 2.55311
H 0.70451 -0.12005 2.45368
H -1.49708 -0.82656 -1.58414
```

Values from the calculation:
Frontier orbital gap (spin up / spin down)   7.593 / 8.152 eV
E_tot   -340.6326 hartree
Molecular weight   98.1 u
Relative energy (zero: lowest compared OMol25 entry of this formula, charge and spin)   426.2 kJ/mol

The Löwdin scheme yields these atomic charges, measured in e: -0.095, 0.008, 0.003, -0.368, -0.042, -0.181, 0.152, 0.081, 0.081, 0.084, 0.078, 0.079, 0.121

# 6
Density functional theory data (ωB97M-V with the def2-TZVPD basis set) for C4H6N2O in the gas phase.

```
13
C4H6N2O, DFT ωB97M-V with the def2-TZVPD basis set
C -0.96064 1.00880 1.58171
C -0.14866 0.45101 0.47531
N 0.61649 1.15622 -0.28335
C 1.10607 0.33112 -1.35758
C 0.63102 -0.94572 -1.05460
O 0.78417 -2.18468 -1.57716
N -0.10150 -0.86465 0.09651
H -0.80716 2.09097 1.58115
H -0.63766 0.60867 2.54432
H -2.02931 0.80913 1.45246
H 0.62899 1.29072 -1.76046
H 1.38872 -2.11450 -2.32615
H -0.47053 -1.63708 0.62783
```

Values from the calculation:
Frontier orbital gap   8.782 eV
E_tot   -340.6750 hartree
Molecular weight   98.1 u
Relative energy (zero: lowest compared OMol25 entry of this formula, charge and spin)   314.7 kJ/mol
SMILES   Cc1ncc(O)[nH]1

The Löwdin scheme yields these atomic charges, measured in e: -0.023, -0.430, 0.020, -0.086, -0.370, 0.072, 0.168, 0.083, 0.075, 0.078, 0.130, 0.117, 0.166

# 7
Density functional theory data (ωB97M-V with the def2-TZVPD basis set) for C4H6N2O in the gas phase.

```
13
C4H6N2O, DFT ωB97M-V with the def2-TZVPD basis set
C -1.86600 0.94419 0.37949
O -0.93742 0.40994 1.36987
C 0.13288 -0.12978 0.73772
C 0.61155 0.39471 -0.42411
N 1.51919 -0.52518 -0.87936
C 1.56545 -1.51493 0.04399
N 0.75734 -1.29944 1.06399
H -1.46710 1.50317 -0.48851
H -2.47999 1.63439 0.94055
H -2.43739 0.11011 -0.04041
H 0.53606 1.40471 -0.78124
H 1.86288 -0.55579 -1.82421
H 2.20256 -2.37610 -0.09777
```

Values from the calculation:
Frontier orbital gap   9.056 eV
E_tot   -340.7333 hartree
Molecular weight   98.1 u
Relative energy (zero: lowest compared OMol25 entry of this formula, charge and spin)   161.8 kJ/mol
SMILES   COc1c[nH]cn1

The Löwdin scheme yields these atomic charges, measured in e: -0.067, -0.067, -0.403, -0.084, 0.043, -0.197, 0.139, 0.074, 0.084, 0.097, 0.116, 0.148, 0.117

# 8
Density functional theory data (ωB97M-V with the def2-TZVPD basis set) for 2 unconnected molecules or ions with the total composition C4H6N2O.

```
13
C4H6N2O, DFT ωB97M-V with the def2-TZVPD basis set
N -2.20758 0.72173 -0.58633
C -1.23286 0.10732 -0.16499
O -1.05373 -1.17354 0.00336
C 0.34402 -1.50708 -0.06125
C 1.19757 -0.42212 0.58602
C 1.00502 0.75818 -0.24738
N 1.56013 1.78014 -0.45708
H -2.35671 1.73728 -0.56926
H -0.63259 2.39632 0.08586
H 0.58153 -1.62523 -1.13459
H 0.43826 -2.44828 0.44454
H 0.92961 -0.08805 1.61453
H 2.27550 -0.58978 0.60975
```

Values from the calculation:
Frontier orbital gap (spin up / spin down)   8.416 / 7.697 eV
E_tot   -340.5205 hartree
Molecular weight   98.1 u
Relative energy (zero: lowest compared OMol25 entry of this formula, charge and spin)   720.3 kJ/mol

The Löwdin scheme yields these atomic charges, measured in e: 0.155, -0.351, -0.005, -0.160, -0.162, -0.339, 0.150, 0.044, 0.132, 0.141, 0.119, 0.147, 0.129